ORCA calculation (wB97M-V/def2-TZVPD) on one molecule with the formula C2H4O2S2.

Each line ends with the natural charge from an NBO analysis.
Element x y z (Å)
C  -0.238  -0.274  0.134  0.20
C  -1.666  0.103  -0.332  -0.67
O  0.515  0.747  0.579  -0.71
O  2.447  -0.123  -0.775  -0.89
S  2.189  0.790  0.301  1.38
S  0.341  -1.765  -0.020  -0.01
H  -1.839  1.146  -0.123  0.22
H  -1.632  -0.124  -1.430  0.25
H  -2.432  -0.434  0.103  0.24
H  2.316  -0.066  1.561  0.01

Properties
E ... -1025.37617 a.u.
E_LUMO ... 0.134 eV
Energy above the lowest of the compared OMol25 structures with the same formula, charge and spin ... 234.40 kJ/mol
Molecular weight ... 124.19 g/mol
Frontier orbital gap ... 8.84 eV
Spin multiplicity ... 1

ORCA calculation (wB97M-V/def2-TZVPD) on one molecule with the formula C2H4O2S3.

Each line ends with the natural charge from an NBO analysis.
Element x y z (Å)
O  -0.651  -0.486  -1.726  -0.49
C  -0.376  -0.838  -0.603  0.38
C  -0.183  0.125  0.551  -0.56
S  -1.757  0.669  1.368  0.05
S  0.810  1.552  0.091  0.04
S  0.860  -0.853  1.751  0.52
O  1.467  -2.077  0.773  -0.89
H  -0.277  -1.946  -0.367  0.16
H  -1.017  1.445  2.127  0.13
H  -0.178  2.329  -0.381  0.13
H  1.858  -2.873  1.191  0.52

Properties
E ... -1423.56884 a.u.
E_LUMO ... -0.024 eV
Energy above the lowest of the compared OMol25 structures with the same formula, charge and spin ... 159.49 kJ/mol
Molecular weight ... 156.25 g/mol
Frontier orbital gap ... 8.90 eV
Spin multiplicity ... 1
SMILES ... O=CC(S)(S)SO

ORCA calculation (wB97M-V/def2-TZVPD) on one molecule with the formula C2H4O3.

Each line ends with the natural charge from an NBO analysis.
Element x y z (Å)
O  1.511  -1.405  -1.041  -0.57
C  0.550  -0.654  -0.689  0.73
O  -0.443  -0.375  -1.559  -0.64
C  0.257  0.041  0.646  -0.22
O  -0.516  1.400  0.278  -0.71
H  -0.940  0.247  -0.966  0.49
H  -0.303  -0.580  1.397  0.22
H  1.131  0.405  0.893  0.22
H  -1.247  0.922  1.042  0.48

Properties
E ... -304.24329 a.u.
E_LUMO ... -0.157 eV
Energy above the lowest of the compared OMol25 structures with the same formula, charge and spin ... 258.34 kJ/mol
Molecular weight ... 76.05 g/mol
Frontier orbital gap ... 10.44 eV
Spin multiplicity ... 1
SMILES ... O=C(O)CO

ORCA calculation (wB97M-V/def2-TZVPD) on one molecule with the formula C2H4O3.

Each line ends with the natural charge from an NBO analysis.
Element x y z (Å)
C  -1.247  0.211  -0.017  -0.73
C  0.167  -0.290  -0.017  0.77
O  0.506  -1.412  -0.276  -0.58
O  1.015  0.738  0.304  -0.25
O  2.349  0.292  0.144  -0.42
H  -1.682  0.105  0.966  0.25
H  -1.236  1.236  -0.246  0.24
H  -1.979  -0.160  -0.772  0.25
H  2.109  -0.721  -0.087  0.47

Properties
E ... -304.23534 a.u.
E_LUMO ... 0.831 eV
Energy above the lowest of the compared OMol25 structures with the same formula, charge and spin ... 279.21 kJ/mol
Molecular weight ... 76.05 g/mol
Frontier orbital gap ... 11.54 eV
Spin multiplicity ... 1
SMILES ... CC(=O)OO

ORCA calculation (wB97M-V/def2-TZVPD) on a 2-piece molecular cluster, C2H4O3P overall.

Each line ends with the natural charge from an NBO analysis.
Element x y z (Å)
C  0.502  0.342  1.106  -0.33
C  1.141  1.469  1.320  -0.42
O  -0.364  -2.108  -2.805  -1.13
O  -1.709  0.063  -2.367  -1.13
O  -1.735  -1.862  -0.647  -1.13
P  -1.265  -1.318  -1.924  2.40
H  0.043  -0.197  1.961  0.19
H  0.482  -0.269  0.230  0.21
H  1.758  2.134  0.772  0.19
H  1.145  1.746  2.355  0.17

Properties
E ... -645.79758 a.u.
E_LUMO ... 3.796 eV
Net charge ... -1
Energy above the lowest of the compared OMol25 structures with the same formula, charge and spin ... 17.97 kJ/mol
Molecular weight ... 107.02 g/mol
Frontier orbital gap ... 8.77 eV
Spin multiplicity ... 1

ORCA calculation (wB97M-V/def2-TZVPD) on one molecule with the formula C2H4O3S.

Each line ends with the natural charge from an NBO analysis.
Element x y z (Å)
O  1.478  -1.478  0.166  -0.91
S  0.930  -0.183  0.039  2.15
O  1.796  0.956  -0.076  -0.91
C  -0.468  0.160  1.142  -0.32
O  -1.409  -0.018  0.105  -0.51
C  -0.396  -0.142  -1.146  -0.35
H  -0.179  1.193  1.269  0.19
H  -0.753  -0.317  2.059  0.22
H  -0.660  -0.915  -1.821  0.23
H  -0.338  0.744  -1.738  0.21

Properties
E ... -702.41356 a.u.
E_LUMO ... 0.476 eV
Energy above the lowest of the compared OMol25 structures with the same formula, charge and spin ... 210.00 kJ/mol
Molecular weight ... 108.12 g/mol
Frontier orbital gap ... 11.30 eV
Spin multiplicity ... 1
SMILES ... O=S1(=O)COC1

ORCA calculation (wB97M-V/def2-TZVPD) on a 2-piece molecular cluster, C2H4O3S overall.

Each line ends with the natural charge from an NBO analysis.
Element x y z (Å)
C  -1.041  0.039  0.238  0.62
C  -0.362  1.369  0.267  0.26
O  -0.529  -0.887  -0.331  -0.63
O  -2.133  -0.213  0.873  -0.65
O  -0.079  1.993  -0.751  -0.57
S  2.244  -0.228  0.352  -0.25
H  2.348  -0.902  -0.728  0.13
H  -2.335  -1.194  0.757  0.51
H  -0.141  1.413  -1.674  0.44
H  2.028  -1.391  0.999  0.15

Properties
E ... -702.38153 a.u.
E_LUMO (spin up / spin down) ... 0.019 / 0.019 eV
Energy above the lowest of the compared OMol25 structures with the same formula, charge and spin ... 294.07 kJ/mol
Molecular weight ... 108.12 g/mol
Frontier orbital gap (spin up / spin down) ... 8.47 / 8.47 eV
Spin multiplicity ... 1

ORCA calculation (wB97M-V/def2-TZVPD) on one molecule with the formula C2H4O3S.

Each line ends with the natural charge from an NBO analysis.
Element x y z (Å)
C  -0.744  0.110  -0.723  0.78
C  -0.603  -1.407  -0.465  -0.71
O  1.854  1.066  2.180  -0.76
O  0.037  0.681  0.240  -0.70
O  -1.441  0.683  -1.548  -0.54
S  1.041  1.916  1.402  1.10
H  -1.422  -1.581  0.202  0.24
H  0.338  -1.582  0.092  0.23
H  -0.670  -1.986  -1.408  0.23
H  1.610  2.100  0.028  0.13

Properties
E ... -702.30399 a.u.
E_LUMO (spin up / spin down) ... 0.254 / -4.222 eV
Energy above the lowest of the compared OMol25 structures with the same formula, charge and spin ... 303.90 kJ/mol
Expectation value of S² ... 2.012
Molecular weight ... 108.12 g/mol
Frontier orbital gap (spin up / spin down) ... 8.05 / 6.20 eV
Spin multiplicity ... 3

ORCA calculation (wB97M-V/def2-TZVPD) on a 2-piece molecular cluster, C2H4O3Si overall.

Each line ends with the natural charge from an NBO analysis.
Element x y z (Å)
C  4.633  -0.136  -0.388  0.48
C  -0.770  -0.027  0.082  -1.16
O  1.431  -0.138  -1.534  -1.09
O  2.080  1.116  0.874  -1.19
O  5.184  -0.203  0.578  -0.48
Si  1.121  0.507  -0.098  2.17
H  2.097  0.235  -2.054  0.51
H  -1.482  0.684  0.529  0.26
H  -1.268  -0.537  -0.820  0.26
H  -0.796  -0.789  0.879  0.25

Properties
E ... -593.86849 a.u.
E_LUMO ... 0.173 eV
Energy above the lowest of the compared OMol25 structures with the same formula, charge and spin ... 0.00 kJ/mol
Molecular weight ... 104.14 g/mol
Frontier orbital gap ... 11.00 eV
Spin multiplicity ... 1

ORCA calculation (wB97M-V/def2-TZVPD) on C2H4O4S as an isolated structure.

Each line ends with the natural charge from an NBO analysis.
Element x y z (Å)
C  -0.074  1.647  -0.645  -0.68
C  -0.681  0.924  0.189  0.73
O  -2.020  -2.020  -0.914  -0.84
O  0.070  -2.050  0.366  -0.93
O  1.781  0.023  0.273  -0.97
O  -1.445  0.306  0.840  -0.55
S  -1.403  -1.901  0.393  1.70
H  -0.801  1.971  -1.227  0.26
H  0.976  1.774  -0.581  0.30
H  1.272  -0.796  0.297  0.50
H  2.324  0.122  1.009  0.47

Properties
E ... -777.67654 a.u.
E_LUMO ... -0.530 eV
Energy above the lowest of the compared OMol25 structures with the same formula, charge and spin ... 173.61 kJ/mol
Molecular weight ... 124.12 g/mol
Frontier orbital gap ... 9.51 eV
Spin multiplicity ... 1

ORCA calculation (wB97M-V/def2-TZVPD) on a 2-piece molecular cluster, C2H4O7 overall.

Each line ends with the natural charge from an NBO analysis.
Element x y z (Å)
C  0.178  -0.771  -0.408  0.80
O  1.142  1.106  -0.610  -0.08
O  1.085  1.601  -1.860  -0.33
O  1.114  -1.570  0.072  -0.66
O  -0.416  -0.866  -1.443  -0.62
H  0.307  1.155  -2.264  0.47
H  1.241  -2.320  -0.537  0.50
C  -0.613  0.226  0.967  0.70
O  -1.938  -0.134  0.843  -0.68
O  -0.159  -0.319  2.139  -0.69
O  -0.268  1.428  0.635  -0.41
H  -2.281  0.270  0.036  0.49
H  0.606  0.194  2.430  0.49

Properties
E ... -605.05928 a.u.
E_LUMO (spin up / spin down) ... -2.328 / -1.198 eV
Molecular weight ... 140.05 g/mol
Frontier orbital gap (spin up / spin down) ... 7.36 / 8.47 eV
Spin multiplicity ... 1

ORCA calculation (wB97M-V/def2-TZVPD) on one molecule with the formula C2H4OP2.

Each line ends with the natural charge from an NBO analysis.
Element x y z (Å)
C  2.526  -0.462  -0.375  -0.19
C  1.739  0.423  -0.264  -0.38
P  0.575  1.708  0.208  0.27
P  -1.281  -0.100  -0.168  0.63
O  -2.975  0.090  -0.226  -0.99
H  3.277  -1.150  -0.595  0.23
H  0.589  2.154  -1.152  -0.01
H  -1.166  -0.306  1.355  -0.06
H  -3.173  1.021  -0.636  0.50

Properties
E ... -836.42635 a.u.
E_LUMO ... -0.411 eV
Energy above the lowest of the compared OMol25 structures with the same formula, charge and spin ... 167.82 kJ/mol
Molecular weight ... 106.00 g/mol
Frontier orbital gap ... 8.04 eV
Spin multiplicity ... 1
SMILES ... C#C[PH]#[PH]O

> What is the E in the eighth record?

-702.30399 a.u.